1.
{
  "formula": "C31H25BN12SSeTi",
  "method": "ωB97M-V/def2-TZVPD",
  "relative_energy_kj_mol": 69.6,
  "multiplicity": 1,
  "energy_ha": -5527.024975,
  "total_charge": 2,
  "orbital_gap_ev": 6.34,
  "molar_mass_g_mol": 735.33,
  "species": ["Ti", "N", "C", "S", "N", "N", "C", "C", "C", "C", "C", "C", "C", "C", "C", "C", "C", "C", "N", "H", "H", "H", "H", "H", "H", "H", "H", "H", "H", "H", "B", "N", "C", "C", "C", "N", "N", "C", "C", "C", "N", "H", "H", "H", "H", "H", "H", "H", "H", "Se", "N", "C", "C", "C", "C", "C", "N", "C", "C", "N", "C", "C", "C", "C", "C", "N", "H", "H", "H", "H", "H", "H"],
  "xyz": [[-0.46219, -0.92568, -0.12577], [-4.43904, 0.39553, 1.57804], [-3.20841, 0.20101, 1.10668], [-2.98711, -0.83432, -0.26415], [-2.22496, 0.85835, 1.67703], [-0.98666, 0.50856, 1.28548], [0.01873, 1.11611, 1.85748], [-0.15596, 2.21193, 2.82446], [0.34947, 2.08714, 4.12133], [0.15021, 3.09940, 5.04431], [-0.53784, 4.24793, 4.67902], [-1.03821, 4.37757, 3.39008], [-0.86187, 3.36111, 2.46912], [1.31971, 0.45874, 1.69615], [2.50863, 0.96975, 2.20353], [3.61841, 0.14304, 2.26802], [3.49848, -1.18085, 1.86757], [2.30172, -1.59923, 1.31758], [1.25691, -0.78478, 1.17918], [-5.22301, -0.04848, 1.13416], [-4.59266, 1.03215, 2.34306], [0.86774, 1.18393, 4.41987], [0.53611, 2.99331, 6.04928], [-0.68909, 5.03938, 5.40043], [-1.57299, 5.27506, 3.10933], [-1.25824, 3.45800, 1.46647], [2.54428, 1.98960, 2.55753], [4.55325, 0.51104, 2.66915], [4.32101, -1.87393, 1.97101], [2.16190, -2.62677, 1.00650], [-0.47549, -4.15934, -0.39610], [-1.15325, -3.58968, 0.87915], [-1.77698, -4.24533, 1.85189], [-1.97619, -3.37846, 2.92417], [-1.41923, -2.18272, 2.51777], [-0.92250, -2.31454, 1.26929], [-1.07748, -3.40649, -1.60848], [-1.69896, -3.88098, -2.68284], [-1.98541, -2.82217, -3.54232], [-1.50108, -1.70399, -2.89416], [-0.93148, -2.06775, -1.72408], [-0.67934, -5.32640, -0.48717], [0.69887, -3.86434, -0.32157], [-2.02899, -5.28745, 1.74571], [-2.44440, -3.59930, 3.86715], [-1.36488, -1.25511, 3.06202], [-1.89193, -4.93465, -2.79804], [-2.48501, -2.85987, -4.49434], [-1.52969, -0.67587, -3.21392], [2.96909, 3.32395, -5.87475], [3.36852, 1.79914, -5.10663], [2.46510, 1.57481, -4.18367], [2.44380, 0.40599, -3.33430], [3.38586, -0.61869, -3.44592], [3.26871, -1.71574, -2.62436], [2.23399, -1.75101, -1.69899], [1.35003, -0.77021, -1.54555], [1.42895, 0.29032, -2.37380], [0.38170, 1.29112, -2.26466], [-0.60447, 1.05616, -1.36865], [-1.59097, 1.94484, -1.28853], [-1.65143, 3.10175, -2.05611], [-0.65419, 3.34925, -2.97018], [0.38363, 2.42181, -3.09129], [1.44655, 2.57620, -4.05884], [1.54606, 3.59073, -4.88293], [4.16563, -0.53424, -4.19153], [3.95795, -2.54511, -2.69058], [2.09981, -2.62876, -1.08482], [-2.38223, 1.73652, -0.58592], [-2.48194, 3.78207, -1.93382], [-0.65505, 4.22896, -3.60023]],
  "forces_ev_per_angstrom": [[-0.026, 0.563, -0.727], [-0.123, -0.005, -0.093], [0.342, 0.029, -0.106], [0.724, 0.056, -0.008], [-0.511, 0.364, 0.491], [0.293, 0.149, 0.344], [-0.527, -0.002, 0.230], [0.022, 0.132, 0.034], [-0.034, -0.064, -0.121], [0.013, 0.056, 0.066], [0.024, -0.070, -0.001], [-0.030, 0.074, -0.025], [0.081, -0.016, -0.036], [0.431, -0.033, 0.160], [-0.206, 0.079, -0.123], [0.025, -0.167, -0.038], [0.074, 0.171, 0.063], [-0.024, -0.170, -0.054], [0.101, 0.460, 0.241], [-0.064, 0.014, 0.051], [0.026, -0.010, 0.024], [0.029, 0.012, 0.005], [-0.024, -0.009, -0.002], [0.009, 0.005, -0.006], [0.002, -0.014, -0.018], [-0.028, 0.004, 0.010], [-0.016, -0.009, 0.047], [-0.005, 0.021, -0.014], [-0.038, -0.034, 0.008], [-0.036, 0.027, -0.068], [0.023, 0.143, 0.067], [-0.039, -0.327, 0.069], [-0.074, 0.149, 0.098], [0.049, 0.035, -0.028], [-0.067, -0.194, 0.123], [-0.028, -0.571, 0.425], [-0.035, -0.292, -0.130], [0.006, 0.144, -0.128], [-0.006, 0.117, 0.049], [0.016, -0.214, -0.193], [-0.641, -0.472, -0.615], [-0.028, -0.070, -0.023], [0.053, 0.011, -0.005], [0.058, -0.005, -0.059], [0.009, 0.010, -0.006], [0.005, 0.065, -0.099], [0.050, -0.017, 0.095], [0.025, -0.030, 0.005], [-0.011, 0.039, 0.092], [0.205, 0.290, -0.401], [0.201, -0.489, 0.224], [-0.151, 0.403, -0.198], [-0.078, -0.300, 0.310], [-0.076, 0.074, -0.012], [0.007, 0.054, -0.027], [0.024, -0.149, -0.005], [-0.138, 0.136, -0.066], [0.316, -0.094, -0.122], [-0.132, 0.362, -0.117], [0.262, -0.317, -0.128], [-0.175, 0.111, 0.120], [0.090, 0.015, -0.055], [0.024, -0.080, 0.039], [-0.229, -0.118, 0.281], [0.376, -0.084, -0.246], [-0.418, 0.147, 0.282], [0.023, -0.018, 0.024], [-0.029, -0.025, 0.008], [-0.010, 0.002, 0.015], [0.055, -0.023, -0.009], [-0.015, -0.026, 0.026], [-0.003, -0.005, -0.009]],
  "lowdin_charge": [1.035, 0.137, -0.805, 0.825, 0.022, -0.108, -0.149, -0.185, -0.030, -0.049, -0.046, -0.049, -0.024, -0.187, 0.032, 0.009, 0.005, -0.091, 0.010, 0.108, 0.126, 0.123, 0.117, 0.118, 0.116, 0.108, 0.135, 0.132, 0.128, 0.115, -0.375, -0.053, -0.015, 0.002, -0.107, -0.128, -0.046, -0.013, -0.001, -0.141, -0.165, 0.092, 0.067, 0.144, 0.116, 0.120, 0.144, 0.117, 0.117, 1.236, -0.216, -0.336, -0.061, 0.054, 0.013, -0.096, 0.042, -0.124, -0.131, 0.044, -0.115, 0.009, 0.054, -0.064, -0.336, -0.215, 0.135, 0.129, 0.082, 0.075, 0.128, 0.135]
}


2.
{
  "formula": "C31H25BiFN6O2S3Te",
  "method": "ωB97M-V/def2-TZVPD",
  "multiplicity": 1,
  "energy_ha": -3452.406811,
  "total_charge": -1,
  "orbital_gap_ev": 6.74,
  "molar_mass_g_mol": 965.36,
  "species": ["Bi", "C", "S", "C", "S", "N", "N", "C", "C", "C", "C", "C", "C", "N", "H", "H", "H", "H", "H", "H", "H", "H", "O", "C", "C", "C", "C", "C", "C", "C", "O", "N", "N", "C", "C", "C", "C", "C", "C", "N", "H", "H", "H", "H", "H", "H", "H", "H", "H", "H", "Te", "C", "C", "C", "C", "S", "H", "H", "H", "F", "C", "C", "C", "C", "C", "C", "H", "H", "H", "H"],
  "xyz": [[0.12770, 0.16060, -0.70920], [0.59410, -4.95920, 3.94620], [0.96570, -4.87940, 2.17670], [1.04460, -3.08940, 1.95280], [0.33590, -2.02300, 3.02800], [1.51970, -2.81890, 0.78710], [1.91900, -1.72090, 0.24590], [2.89000, -1.00520, 0.72100], [3.35800, 0.12190, -0.01910], [4.54030, 0.78640, 0.34940], [4.98740, 1.84460, -0.40690], [4.26170, 2.22370, -1.53420], [3.09560, 1.53930, -1.81500], [2.64750, 0.53310, -1.08440], [0.05310, -5.87650, 4.14870], [-0.01420, -4.08420, 4.17520], [1.52410, -4.92960, 4.51080], [3.38680, -1.25730, 1.65890], [5.08680, 0.45040, 1.21900], [5.89140, 2.37300, -0.13420], [4.59360, 3.03040, -2.16560], [2.48240, 1.80560, -2.66890], [-3.54330, 4.28510, 1.20570], [-2.40520, 4.95190, 1.44850], [-2.49250, 6.26430, 1.91150], [-1.35750, 7.00220, 2.18000], [-0.10300, 6.43240, 2.02270], [-0.00350, 5.13390, 1.56970], [-1.13430, 4.38840, 1.25030], [-0.92030, 3.01880, 0.72640], [0.22240, 2.60060, 0.48170], [-2.05220, 2.30000, 0.65740], [-1.96510, 1.01870, 0.32040], [-2.83470, 0.19240, 0.79020], [-2.65420, -1.21480, 0.60880], [-3.47290, -2.13290, 1.27850], [-3.17260, -3.47510, 1.19640], [-2.07690, -3.87910, 0.44030], [-1.33590, -2.90710, -0.20990], [-1.61850, -1.62090, -0.13130], [-3.25710, 3.36190, 0.94400], [-3.47800, 6.68310, 2.04810], [-1.45510, 8.02550, 2.51830], [0.78750, 7.00160, 2.24650], [0.96020, 4.66050, 1.44530], [-3.64040, 0.53010, 1.44370], [-4.29280, -1.76450, 1.87730], [-3.77630, -4.20360, 1.71790], [-1.78960, -4.91650, 0.37230], [-0.47560, -3.15840, -0.81250], [-0.46750, 1.90560, -2.82030], [-0.31650, 3.92330, -2.15940], [-1.27300, 4.88950, -2.24110], [-0.84140, 6.14520, -1.76170], [0.44330, 6.12220, -1.32560], [1.14690, 4.56410, -1.50640], [-2.25650, 4.69960, -2.63770], [-1.46840, 7.01910, -1.74420], [1.01110, 6.91340, -0.87600], [0.15230, -3.57870, -5.91610], [0.10200, -2.80450, -4.79320], [-1.06760, -2.13450, -4.49580], [-1.10580, -1.34820, -3.35500], [-0.00280, -1.22450, -2.52100], [1.15270, -1.91910, -2.85500], [1.22170, -2.71220, -3.98920], [-1.92200, -2.22460, -5.14720], [-2.02260, -0.82720, -3.11610], [2.01060, -1.84340, -2.20480], [2.12400, -3.24550, -4.25620]],
  "forces_ev_per_angstrom": [[0.296, -0.381, 0.686], [0.174, 0.003, -0.335], [0.009, 0.034, 0.228], [-0.343, 0.117, -0.059], [-0.088, 0.760, 0.419], [0.573, -1.990, -0.122], [0.418, 1.634, -0.265], [-0.547, -1.193, 0.711], [0.581, 0.989, -0.494], [-0.306, -0.286, 0.072], [-0.124, 0.141, -0.294], [0.223, -0.117, 0.296], [0.225, 0.352, -0.406], [0.107, -0.298, 0.193], [-0.058, -0.157, 0.001], [-0.012, -0.113, 0.120], [-0.081, -0.010, 0.118], [-0.050, -0.096, -0.092], [-0.003, -0.024, 0.062], [0.036, -0.013, 0.010], [-0.041, 0.126, -0.092], [-0.007, 0.049, 0.025], [-0.104, 0.311, 0.031], [0.017, 0.026, -0.033], [-0.162, 0.066, -0.034], [-0.085, -0.039, -0.021], [0.163, 0.117, 0.117], [-0.075, -0.017, 0.070], [0.198, 0.115, 0.033], [0.043, -0.616, 0.126], [0.130, -0.175, 0.187], [-1.114, 0.686, 0.300], [-0.038, -0.848, 0.342], [0.071, 1.348, 0.010], [-0.104, -1.256, 0.121], [0.204, 0.426, -0.184], [0.232, -0.149, -0.220], [-0.223, 0.052, 0.145], [-0.002, -0.423, -0.102], [-0.335, 0.379, 0.211], [0.073, -0.130, 0.014], [-0.113, 0.063, 0.006], [-0.004, 0.044, 0.046], [0.084, 0.043, 0.039], [-0.008, -0.043, -0.044], [0.085, 0.127, -0.107], [-0.080, -0.020, 0.035], [-0.029, -0.054, 0.055], [0.029, -0.028, -0.016], [0.056, -0.116, -0.048], [-0.169, 1.032, -0.811], [0.342, -0.578, -0.060], [-0.089, -0.335, -0.100], [0.096, 0.297, 0.016], [0.320, -0.197, -0.205], [-0.434, 0.311, -0.341], [-0.150, -0.048, 0.016], [-0.086, 0.177, 0.103], [0.053, 0.204, 0.056], [-0.003, 0.144, 0.207], [0.050, -0.024, -0.038], [0.082, -0.168, -0.133], [-0.054, -0.038, 0.044], [0.253, 0.104, -0.078], [0.031, -0.029, -0.096], [-0.059, -0.186, -0.280], [-0.109, -0.045, -0.109], [-0.142, 0.068, -0.004], [0.167, -0.048, -0.035], [0.008, -0.055, -0.013]],
  "nbo_charge": [1.520, -0.763, 0.190, -0.089, -0.356, -0.393, -0.194, -0.051, 0.181, -0.236, -0.157, -0.271, 0.072, -0.501, 0.209, 0.262, 0.207, 0.190, 0.216, 0.211, 0.220, 0.223, -0.702, 0.354, -0.294, -0.185, -0.286, -0.150, -0.171, 0.622, -0.716, -0.533, -0.228, 0.019, 0.167, -0.229, -0.153, -0.243, 0.079, -0.491, 0.499, 0.211, 0.199, 0.200, 0.234, 0.183, 0.214, 0.212, 0.229, 0.228, -0.021, -0.478, -0.296, -0.274, -0.419, 0.452, 0.224, 0.217, 0.227, -0.355, 0.441, -0.309, -0.229, -0.471, -0.233, -0.307, 0.216, 0.214, 0.228, 0.216]
}


3.
{
  "formula": "C31H25Br3ErGeNO3",
  "method": "ωB97M-V/def2-TZVPD",
  "multiplicity": 4,
  "energy_ha": -12291.071497,
  "orbital_gap_ev": [7.97, 7.98],
  "molar_mass_g_mol": 939.13,
  "species": ["Er", "C", "C", "C", "C", "C", "C", "Br", "C", "C", "Br", "C", "O", "C", "N", "H", "H", "H", "H", "H", "H", "Br", "O", "C", "O", "C", "C", "Ge", "C", "C", "C", "C", "C", "C", "C", "C", "C", "C", "C", "C", "C", "C", "C", "C", "C", "C", "H", "H", "H", "H", "H", "H", "H", "H", "H", "H", "H", "H", "H", "H", "H", "H", "H", "H", "H"],
  "xyz": [[1.15240, 0.86468, -0.62482], [2.41776, 0.16165, -4.19098], [3.54377, 0.48399, -3.26028], [4.86844, 0.35192, -3.75230], [5.93284, 0.62186, -2.95475], [5.71246, 1.04006, -1.62206], [6.73782, 1.38344, -0.69957], [8.55369, 1.28518, -1.21852], [6.43046, 1.79222, 0.56108], [5.08212, 1.87236, 0.97215], [4.72523, 2.44710, 2.73176], [4.05015, 1.53900, 0.13210], [2.78061, 1.58974, 0.47572], [4.37809, 1.12756, -1.20123], [3.31043, 0.85246, -2.01775], [2.66595, 0.49817, -5.19801], [1.48208, 0.61004, -3.87755], [2.27819, -0.92116, -4.22307], [5.00711, 0.03647, -4.77754], [6.94479, 0.52636, -3.32389], [7.20871, 2.05691, 1.26227], [1.14838, -1.65082, -1.44963], [-0.81554, 1.90010, -0.56715], [-0.88472, 1.65373, -1.81879], [0.19146, 1.71524, -2.48166], [-2.14883, 1.01518, -2.29680], [-2.26480, -0.35378, -1.58533], [-2.14770, -0.43145, 0.39384], [-3.62419, 0.71765, 0.95759], [-3.51100, 2.02509, 1.43093], [-4.63424, 2.78501, 1.73109], [-5.90302, 2.25252, 1.55684], [-6.04038, 0.95953, 1.07680], [-4.91248, 0.20448, 0.78337], [-2.61138, -2.26900, 0.83956], [-2.23058, -3.32867, 0.01531], [-2.51981, -4.64275, 0.36216], [-3.19940, -4.91495, 1.54023], [-3.58822, -3.87237, 2.37020], [-3.29600, -2.56157, 2.01950], [-0.47933, -0.14348, 1.45546], [-0.12337, 1.06111, 2.08969], [0.92904, 1.12814, 2.99159], [1.67635, -0.00439, 3.27538], [1.35759, -1.20348, 2.65909], [0.29309, -1.27197, 1.76988], [-2.13981, 0.89853, -3.37860], [-2.98866, 1.64848, -2.00455], [-1.56994, -1.06213, -2.03390], [-3.27630, -0.73956, -1.74112], [-2.54264, 2.48809, 1.54892], [-4.51119, 3.79686, 2.09621], [-6.77892, 2.84404, 1.79128], [-7.02550, 0.53343, 0.93334], [-5.04790, -0.81059, 0.42299], [-1.68382, -3.13700, -0.90155], [-2.21202, -5.45305, -0.28663], [-3.42340, -5.93946, 1.80976], [-4.11975, -4.08042, 3.29040], [-3.60994, -1.76107, 2.68157], [-0.67554, 1.96389, 1.87753], [1.18228, 2.07677, 3.44591], [2.51527, 0.05914, 3.95588], [1.93840, -2.09330, 2.86522], [0.04537, -2.22176, 1.31544]],
  "forces_ev_per_angstrom": [[1.230, -0.437, 0.199], [-0.001, -0.038, 0.002], [0.126, -0.060, -0.111], [-0.128, 0.017, -0.001], [0.043, 0.015, 0.082], [0.186, -0.001, -0.055], [-0.168, -0.034, -0.069], [0.077, -0.006, -0.010], [-0.160, 0.012, 0.071], [0.434, -0.046, -0.023], [-0.093, -0.005, 0.005], [-0.407, 0.056, 0.005], [0.278, 0.165, 0.189], [-0.070, 0.102, 0.108], [-0.006, 0.110, 0.058], [-0.017, 0.011, 0.004], [-0.004, 0.025, 0.007], [0.001, 0.003, 0.012], [0.008, 0.002, 0.005], [-0.002, 0.006, -0.002], [0.017, 0.001, -0.017], [-0.043, -0.476, -0.114], [-0.434, 0.423, -0.017], [-0.039, 0.039, 0.225], [-0.492, 0.008, -0.424], [-0.141, 0.006, 0.092], [0.056, 0.009, -0.158], [-0.016, 0.288, 0.014], [-0.158, 0.086, 0.138], [0.009, 0.041, -0.055], [0.010, -0.056, -0.017], [0.004, 0.048, 0.016], [0.013, -0.035, -0.006], [-0.019, -0.045, 0.020], [-0.114, -0.179, -0.022], [0.017, -0.005, -0.003], [-0.011, 0.031, 0.011], [0.012, -0.028, -0.014], [0.001, 0.006, -0.023], [0.012, -0.032, 0.064], [0.072, -0.041, 0.076], [-0.156, -0.002, -0.080], [0.060, 0.006, -0.037], [0.003, 0.058, -0.003], [0.019, -0.023, -0.019], [-0.145, -0.002, -0.005], [0.006, 0.005, -0.009], [0.022, 0.023, 0.001], [-0.015, -0.019, -0.008], [0.030, -0.036, -0.080], [0.037, -0.034, -0.011], [-0.020, -0.001, 0.003], [0.000, -0.005, -0.004], [0.005, 0.001, 0.001], [0.025, 0.008, -0.003], [-0.002, 0.010, 0.006], [0.003, 0.006, -0.003], [-0.009, 0.012, 0.014], [0.002, 0.005, -0.003], [0.018, 0.023, -0.031], [-0.010, 0.025, -0.001], [0.008, -0.005, 0.006], [-0.008, -0.022, 0.002], [-0.006, -0.002, -0.006], [0.045, -0.020, 0.007]],
  "lowdin_spin": [3.023, 0.000, 0.000, 0.000, 0.000, 0.000, 0.000, 0.000, 0.000, 0.000, 0.000, 0.000, -0.006, 0.000, -0.003, 0.000, 0.000, 0.000, 0.000, 0.000, 0.000, -0.007, -0.004, -0.001, -0.001, 0.000, 0.000, 0.000, 0.000, 0.000, 0.000, 0.000, 0.000, 0.000, 0.000, 0.000, 0.000, 0.000, 0.000, 0.000, -0.001, -0.001, 0.000, 0.000, 0.000, -0.001, 0.000, 0.000, 0.000, 0.000, 0.000, 0.000, 0.000, 0.000, 0.000, 0.000, 0.000, 0.000, 0.000, 0.000, 0.000, 0.000, 0.000, 0.000, 0.000]
}